Computed, not measured: a cluster of 4 separate species, C3H14NO4 in total at a distorted geometry, with ωB97M-V/def2-TZVPD.

ΔE to the lowest compared entry with this formula, charge and spin: 174.6 kJ/mol
Orbital gap: 0.4029 Ha
E_HOMO: -14.076 eV
E: -478.1388 Ha

The geometry in ORCA input format:
```
! RIJCOSX wB97M-V def2-TZVPD def2/J DEFGRID3
* xyz 1 1
O -0.1945 2.2013 -0.9130
C -0.9607 1.2885 -0.9780
C -1.1240 0.0696 -0.0302
C -1.4956 -1.1873 -0.8307
N 0.1132 -0.1451 0.8206
H -1.4453 1.1087 -1.9834
H -1.9733 0.2629 0.6885
H -0.7348 -1.2493 -1.6778
H -2.2759 -1.0485 -1.5404
H -1.7061 -2.0679 -0.2160
H 0.5368 0.7142 1.2906
H 0.7511 -0.5671 0.2327
H -0.1376 -0.7964 1.6304
H 1.2618 -2.6078 -3.1825
H 0.4592 -1.2926 -3.7999
O 0.8297 -1.6683 -3.0012
H 3.0438 2.3290 1.4655
H 1.5851 2.5436 1.0840
O 2.2124 1.9171 1.3478
H 0.6958 -2.0780 3.2420
H -0.5025 -1.4576 4.0783
O -0.2061 -1.6755 3.0635
*
```

---

Computed, not measured: a cluster of 4 separate species, C3H14NO4 in total at a distorted geometry, with ωB97M-V/def2-TZVPD.

ΔE to the lowest compared entry with this formula, charge and spin: 286.8 kJ/mol
Orbital gap: 0.4004 Ha
E_HOMO: -14.099 eV
E: -478.0961 Ha

The geometry in ORCA input format:
```
! RIJCOSX wB97M-V def2-TZVPD def2/J DEFGRID3
* xyz 1 1
O -0.3681 -2.1342 1.5721
C -0.5388 -1.0630 2.0595
C 0.3184 0.1884 1.9077
N 0.6477 0.7154 0.5058
C 1.6357 1.8879 0.4473
H -1.4483 -0.8240 2.5504
H -0.3634 1.0045 2.3106
H 1.2532 0.1131 2.5498
H 0.8797 -0.0611 -0.0495
H -0.3597 0.9688 0.2259
H 1.8202 2.2122 -0.7765
H 2.7068 1.6244 0.5949
H 1.4326 2.6528 1.1596
H 0.8106 -2.6589 -1.2695
H 0.9750 -1.8832 -2.6600
O 1.1602 -1.9790 -1.7304
H -2.8942 -0.8337 0.1933
H -3.2540 0.6431 0.4307
O -2.5128 -0.0462 0.4139
H -0.6433 -0.8653 -3.7476
H -0.8129 0.5492 -3.5764
O -0.4446 -0.2111 -3.1116
*
```

---

Computed, not measured: a cluster of 4 separate species, C3H14NO4 in total at a distorted geometry, with ωB97M-V/def2-TZVPD.

ΔE to the lowest compared entry with this formula, charge and spin: 56.4 kJ/mol
Orbital gap: 0.4099 Ha
E_HOMO: -14.292 eV
E: -478.1838 Ha

The geometry in ORCA input format:
```
! RIJCOSX wB97M-V def2-TZVPD def2/J DEFGRID3
* xyz 1 1
O -1.5135 2.1625 0.2276
C -1.8656 1.1356 -0.2953
C -1.2377 -0.1801 0.0459
C -1.1489 -1.1532 -1.1203
N 0.1356 0.0183 0.5970
H -2.6991 1.1231 -1.0205
H -1.7969 -0.7310 0.7986
H -0.6974 -0.7178 -2.0233
H -2.1459 -1.4783 -1.4362
H -0.5535 -2.0531 -0.9681
H 0.2287 0.8916 1.1240
H 0.7290 0.1255 -0.2245
H 0.4826 -0.7894 1.1499
H 1.5689 -1.7646 -3.9182
H 1.3988 -0.3644 -4.6084
O 1.1096 -0.9239 -3.8844
H 2.4739 2.4501 1.7804
H 2.4552 1.1783 2.5843
O 2.1716 1.5273 1.7294
H 1.0406 -1.3658 3.3491
H 1.7963 -2.5145 2.6430
O 1.0688 -1.8916 2.5403
*
```

---

Computed, not measured: a cluster of 4 separate species, C3H14O3S in total at a distorted geometry, with ωB97M-V/def2-TZVPD.

ΔE to the lowest compared entry with this formula, charge and spin: 108.0 kJ/mol
Orbital gap: 0.3406 Ha
E_HOMO: -8.714 eV
E: -746.5668 Ha
SMILES: CCSC.O.O.O

The geometry in ORCA input format:
```
! RIJCOSX wB97M-V def2-TZVPD def2/J DEFGRID3
* xyz 0 1
C -1.5267 1.1788 -3.8969
C -0.9106 1.8705 -2.6877
S -0.2463 0.7838 -1.4268
C 1.5258 1.1813 -1.5112
H -2.5321 0.8067 -3.6799
H -1.6175 1.9111 -4.6995
H -0.9861 0.2863 -4.2094
H -0.2426 2.6395 -3.0333
H -1.7086 2.4328 -2.2701
H 2.1716 0.3071 -1.5519
H 1.8291 1.5428 -0.5337
H 1.6152 1.9832 -2.2251
O -2.3999 -0.6357 1.0438
H -2.0612 -0.3856 0.1799
H -3.3423 -0.4313 1.0698
O -0.9505 -3.2592 5.7803
H -1.7006 -2.9625 6.3095
H -0.7905 -2.5149 5.1954
O 4.8046 -2.0534 4.3274
H 4.8286 -1.8593 3.3881
H 4.2404 -2.8219 4.4315
*
```

---

- Number 2 is which compound?
  C3H14NO4

---

- Which of these has the lowest ΔE to the lowest compared entry with this formula, charge and spin?
  number 3